90
Properties=species:S:1:pos:R:3 method="wB97M-V/def2-TZVPD" homo_lumo_gap_ev="8.80 / 4.94" charge=+1 total_energy_ev=-73048.3963 spin_multiplicity=2 e_homo_ev="-11.163 / -10.960"
Tl 0.31022 0.39917 0.50816
C -1.01986 -3.50436 -1.11919
C -1.47660 -2.38513 -0.42501
N -0.55242 -1.96229 0.43071
N 0.51121 -2.80033 0.32446
C 0.24916 -3.72670 -0.62190
B 1.70417 -2.68184 1.32416
N 2.84023 -1.80974 0.70443
C 4.06280 -2.20648 0.30031
C 4.75890 -1.09825 -0.13577
C 3.86155 -0.04191 0.03523
N 2.71069 -0.48193 0.53123
N 1.20476 -1.99557 2.61611
C 1.13797 -2.52131 3.85644
C 0.70151 -1.54479 4.72487
C 0.51115 -0.42251 3.91577
N 0.81167 -0.70833 2.65661
N 2.32982 -4.02589 1.72760
C 3.38547 -4.17744 2.57728
C 3.65960 -5.51365 2.68716
C 2.70129 -6.13078 1.86071
N 1.91454 -5.23286 1.29887
H -1.53445 -4.06880 -1.87674
H -2.42244 -1.87202 -0.50082
H 0.96068 -4.47739 -0.88303
H 4.37869 -3.23442 0.35244
H 5.77042 -1.06663 -0.50205
H 4.00623 1.01057 -0.15370
H 1.39905 -3.54626 4.05416
H 0.54420 -1.62971 5.78520
H 0.17917 0.56620 4.19035
H 3.86733 -3.32782 3.03548
H 4.41920 -5.98829 3.28429
H 2.55665 -7.17835 1.65360
C -7.32160 2.95395 2.89547
C -6.17728 3.20427 3.87351
N -4.96358 3.69996 3.21680
C -4.63115 5.11095 3.37525
C -5.55547 6.03897 2.58965
C -4.25046 2.80669 2.49679
O -4.54353 1.62247 2.41543
C -3.00186 3.27064 1.78621
C -2.99676 4.13955 0.70497
C -1.79464 4.44099 0.08018
C -0.64431 3.81234 0.52460
N -0.65602 2.91179 1.50738
C -1.80155 2.65582 2.12955
H -8.20393 2.61699 3.43941
H -7.03568 2.17991 2.18645
H -7.57615 3.86206 2.34902
H -5.92406 2.27122 4.37770
H -6.46655 3.94074 4.62271
H -3.59865 5.26471 3.07325
H -4.69905 5.35317 4.43814
H -5.58529 5.75741 1.53682
H -5.19888 7.06658 2.66450
H -6.57122 6.00234 2.98206
H -3.92303 4.56412 0.33943
H -1.75793 5.13969 -0.74421
H 0.32253 4.02037 0.07916
H -1.77806 1.91492 2.92117
C 1.04807 3.28872 -4.66757
C 1.74437 3.55639 -3.33550
C 1.76195 2.32133 -2.44110
N 2.65414 1.30376 -2.97572
C 2.43377 -0.01107 -3.00031
S 1.00472 -0.70359 -2.42045
N 3.45222 -0.73542 -3.54520
C 3.68021 -2.14148 -3.63010
O 4.82108 -2.50294 -3.51532
C 2.56043 -3.04465 -3.96018
C 1.56437 -2.68855 -4.87170
C 0.60199 -3.61559 -5.23169
C 0.63154 -4.89651 -4.69810
C 1.63856 -5.26084 -3.81386
C 2.60437 -4.33997 -3.44948
H 1.11190 4.16046 -5.31669
H -0.00544 3.05310 -4.51180
H 1.50832 2.44814 -5.18956
H 1.22413 4.34764 -2.79348
H 2.76652 3.90422 -3.51282
H 0.76426 1.89169 -2.38739
H 2.07838 2.58104 -1.42419
H 3.54705 1.63527 -3.31255
H 4.33482 -0.24641 -3.62678
H 1.56630 -1.70506 -5.32458
H -0.16570 -3.34099 -5.94282
H -0.12072 -5.61764 -4.98944
H 1.67488 -6.26731 -3.41786
H 3.40509 -4.61048 -2.77254